98
Properties=species:S:1:pos:R:3 method="wB97M-V/def2-TZVPD" e_tot_ha=-13850.2496 lumo_ha=0.0119 homo_lumo_gap_ev=9.18 molar_mass_da=1360.304
C 1.74551 7.42728 -1.76145
Cl 4.10227 -1.88105 -5.88710
C 0.21976 -1.37538 -0.25734
Cl 6.82759 -4.39331 3.04661
H -5.88091 6.69938 -0.49304
C 0.45842 -0.74232 4.27246
C 3.72637 -4.97082 0.29115
C -7.07852 1.58792 -3.53172
H -2.37047 3.50452 -2.84371
H 0.62686 -1.83466 0.74042
H -1.47047 -6.37852 0.25002
H 0.68235 -1.35941 -2.51043
Cl -0.98202 -4.26061 -0.67341
Cl -0.24193 3.46550 5.34808
C 6.01051 -2.84453 3.28873
O -2.44268 1.52556 0.64844
O 3.70567 1.32769 0.23622
H 3.88907 -5.86002 -0.32272
H -3.26681 -6.84448 -2.89222
C -1.52556 -5.34821 0.60984
P -2.63468 0.43464 -0.72222
Cl -1.72974 6.78877 2.97656
Cl -8.02969 5.99145 -1.17015
Cl 1.27464 5.15503 3.51933
H 2.34309 8.34213 -1.76239
H 1.17785 7.35641 -2.69244
Cl 4.89321 -3.72770 -0.17594
H 0.86701 -0.25996 5.16377
H 1.30155 0.71722 -2.26703
H -2.65638 0.94792 -2.88275
C 2.66775 -1.84169 -1.40873
C -6.28949 6.21701 -1.38435
H 1.59009 1.60761 0.08638
O 2.67641 1.76256 2.48232
Cl -0.51459 -5.18691 2.05098
Cl -3.19488 5.18144 1.03526
H -0.98770 4.87099 1.81548
H 0.70844 -3.10387 -1.74664
C 3.29333 0.96768 1.60266
Cl 5.07833 -3.32845 -3.55233
Cl 4.27031 -3.07009 3.50293
C 1.04298 -1.97335 -1.58169
H 0.63013 -0.10907 3.39868
C 2.43605 0.85018 -2.01308
C 1.16691 4.51739 5.16458
H -6.11778 6.85026 -2.25813
H -2.24436 -2.06976 0.79648
H -3.45806 4.77999 -2.22343
C 3.33892 -0.51463 -2.09667
H 6.18222 -2.21128 2.41494
H 3.87305 -5.21831 1.34532
H -2.20708 4.47754 3.06155
H 3.13824 -2.78155 -1.97481
H 2.86981 1.58504 -2.84804
H 1.08144 5.35200 5.86470
H 3.55159 -0.72456 -3.24502
H 2.07049 3.94326 5.38343
H -3.89341 -8.44581 -2.40485
Cl -5.67697 2.02907 -4.51459
Cl 1.27551 -2.29110 4.03034
H -6.75634 0.91222 -2.73571
H -2.55806 -5.10305 0.87030
Cl -5.47241 4.66823 -1.62647
H -2.61037 2.48187 0.33593
Cl -1.28177 -0.96788 4.48666
H 3.02336 -1.94940 -0.28788
O -4.21014 0.17919 -0.84693
Cl -3.38202 -3.25343 2.55872
H 4.49615 -1.01396 1.44182
C 2.54009 1.66823 -0.59423
H -4.95806 -4.09587 4.10243
Cl -7.82239 3.01820 -2.80648
C 5.38892 -2.90657 -5.24068
Cl -1.81473 -7.95520 -1.39728
H 4.41671 -0.38490 -1.60018
C -3.40046 -7.53513 -2.05605
Cl -1.41459 4.69613 -1.04276
C -2.42556 4.53483 -2.48390
Cl -2.91459 -4.17973 5.28311
Cl 2.82634 6.03382 -1.63887
H 5.44388 -3.82366 -5.83223
Cl -4.41488 -6.76513 -0.83005
H 0.45147 -0.22044 -0.24986
Cl 0.61692 7.47843 -0.40178
H 2.62646 -1.21523 1.82862
O -2.09191 1.31762 -2.13172
C -3.92556 -4.34103 3.84196
C 3.58874 -0.58812 2.08075
H 6.33815 -2.36901 -5.30431
C -1.93130 5.18026 2.27151
P -1.69789 -1.51706 -0.45080
H -7.81423 1.08702 -4.16565
H 6.41909 -2.36216 4.18003
H -3.87047 -5.37134 3.48215
H 3.84523 -0.68761 3.21852
Cl 2.06760 -4.40599 0.05786
Cl -1.88202 5.62244 -3.76714
H 2.66120 2.82144 -0.87867